Entry 1:
The following is a DFT calculation (ωB97M-V with the def2-TZVPD basis set) of a 10-piece molecular cluster, C30H80O30S10 overall.

Calculated values
- frontier orbital gap (alpha / beta) (eV) = 8.757 / 2.569
- LUMO level (alpha / beta) (eV) = -3.7 / -9.9
- E_HOMO (alpha / beta) (eV) = -12.4 / -12.4

Structure (ORCA input):
```
! wB97M-V def2-TZVPD RIJCOSX def2/J DEFGRID3
* xyz 1 2
S 26.289 9.290 17.625
S 31.886 8.279 17.327
S 28.949 -4.786 12.735
S 30.419 0.411 12.890
S 24.337 -1.006 22.429
S 28.512 7.988 9.540
S 29.762 4.093 16.830
S 30.567 -1.838 19.044
S 24.081 2.300 17.593
S 26.731 5.808 20.933
O 29.943 3.629 15.478
O 31.537 7.995 15.913
O 29.482 8.362 8.541
O 31.106 -0.816 13.314
O 25.532 5.860 20.100
O 31.609 -1.786 17.794
O 26.227 6.162 22.471
O 30.901 4.349 17.714
O 32.698 9.782 17.438
O 26.378 7.938 17.076
O 27.780 -3.746 13.312
O 28.685 3.102 17.620
O 29.303 7.548 10.930
O 30.810 -0.646 19.892
O 25.561 10.269 16.463
O 23.171 2.649 18.919
O 25.414 0.171 21.877
O 29.047 0.685 13.928
O 28.405 -5.437 11.532
O 25.663 9.536 18.966
O 23.196 -0.271 22.930
O 27.369 8.849 9.855
O 24.783 1.026 17.896
O 29.266 -2.226 18.525
O 24.246 -2.104 21.448
O 29.509 -5.538 13.874
O 27.512 4.592 21.005
O 30.820 8.291 18.365
O 23.254 2.443 16.359
O 30.065 0.599 11.473
C 28.126 1.759 13.654
C 32.622 12.210 17.497
C 25.331 3.606 17.672
C 30.202 -3.568 12.159
C 26.513 -0.223 21.064
C 28.496 7.465 12.085
C 33.281 7.257 17.966
C 27.582 0.877 21.191
C 32.526 -2.344 15.659
C 24.422 11.049 16.806
C 25.261 -1.626 23.887
C 25.008 7.390 24.109
C 31.183 -2.272 16.475
C 23.758 2.766 20.222
C 27.948 -2.854 14.450
C 31.934 10.904 16.982
C 25.004 12.288 17.442
C 31.333 1.940 13.319
C 26.731 -2.967 15.341
C 25.180 7.081 22.644
C 27.961 6.309 9.086
C 31.303 -3.294 19.940
C 29.050 1.724 17.805
C 26.768 0.986 13.407
C 28.012 10.140 17.760
C 28.673 5.585 16.935
C 22.706 2.486 21.189
C 27.771 7.245 20.472
C 27.830 0.862 17.393
C 29.340 7.737 13.362
H 25.177 -0.851 24.648
H 27.978 5.385 17.750
H 32.020 10.966 15.897
H 31.085 -4.188 19.356
H 33.615 7.738 18.885
H 28.337 7.555 21.350
H 25.944 -2.735 14.622
H 26.578 -3.989 15.687
H 28.146 6.433 12.120
H 26.186 -0.193 20.024
H 32.583 12.267 18.585
H 24.783 -2.560 24.184
H 30.721 -3.110 13.000
H 28.814 -3.044 15.084
H 26.724 0.187 12.668
H 32.145 1.996 12.594
H 31.684 1.855 14.348
H 30.852 -3.297 16.637
H 24.574 2.046 20.277
H 25.839 7.980 24.494
H 25.483 7.951 22.061
H 22.274 1.506 20.988
H 30.533 -1.656 15.854
H 28.499 2.398 12.854
H 30.735 2.826 13.101
H 32.930 6.247 18.177
H 24.088 7.966 24.213
H 28.442 6.988 19.652
H 27.350 6.448 8.194
H 28.751 7.753 14.279
H 28.635 9.692 18.535
H 29.911 1.308 17.282
H 29.314 6.400 17.271
H 23.063 2.417 22.217
H 25.406 12.046 18.425
H 29.245 1.654 18.875
H 32.398 -2.718 14.643
H 33.693 12.186 17.296
H 33.204 -3.053 16.134
H 23.652 10.543 17.388
H 28.552 10.101 16.814
H 24.141 12.949 17.520
H 27.962 11.197 18.025
H 26.087 3.305 16.946
H 27.341 1.807 20.676
H 27.786 1.226 22.204
H 24.206 3.755 20.322
H 25.717 12.718 16.738
H 28.020 -0.209 17.314
H 26.866 -1.194 21.409
H 30.225 7.101 13.362
H 30.940 10.926 17.430
H 27.302 5.915 9.859
H 24.811 4.547 17.493
H 27.602 8.070 11.933
H 32.359 -3.171 20.180
H 30.966 -4.035 11.537
H 27.940 -1.844 14.042
H 26.801 -2.270 16.177
H 24.213 6.819 22.214
H 26.985 1.124 18.030
H 28.192 5.816 15.985
H 28.501 0.509 20.735
H 34.054 7.119 17.209
H 28.004 2.457 14.482
H 26.276 -1.945 23.651
H 27.401 1.273 16.480
H 25.927 1.645 13.190
H 26.417 0.480 14.306
H 25.897 3.664 18.602
H 28.897 5.810 8.837
H 32.174 13.100 17.054
H 30.718 -3.358 20.858
H 23.943 11.201 15.839
H 24.942 6.438 24.635
H 29.807 8.711 13.211
H 21.988 3.305 21.141
H 29.522 -2.840 11.716
H 33.035 -1.387 15.547
H 27.085 8.075 20.300
*
```

Löwdin atomic charge list, values in e, 8 entries: number 1, S, carries 0.73; number 2, S, carries 0.73; number 3, S, carries 0.70; number 4, S, carries 0.78; number 5, S, carries 0.69; number 6, S, carries 0.67; number 7, S, carries 0.69; number 8, S, carries 0.66

Entry 2:
The following is a DFT calculation (ωB97M-V with the def2-TZVPD basis set) of a 9-piece molecular cluster, C30H81N3O12 overall.

Calculated values
- frontier orbital gap (eV) = 8.710
- LUMO level (eV) = 0.3
- structure (SMILES) = COCCNCCOC.COCCNCCOC.COCCNCCOC.CCO.CCO.CCO.CCO.CCO.CCO
- E_HOMO (eV) = -8.4

Structure (ORCA input):
```
! wB97M-V def2-TZVPD RIJCOSX def2/J DEFGRID3
* xyz 0 1
O -7.773 3.389 7.619
O -1.174 -4.949 -4.011
O 4.223 -7.587 0.490
O -0.406 -1.144 1.247
O 0.688 2.201 5.675
O 6.660 11.726 -4.657
O -4.193 -8.203 7.358
O -1.350 3.919 2.743
O 7.043 -4.314 -0.845
O -7.442 8.100 -1.981
O -1.677 -8.685 -5.860
O 3.833 6.151 -4.415
N 0.691 -8.134 -3.700
N 0.400 2.115 1.434
N 5.006 8.857 -4.784
C -0.943 -2.070 2.190
C -9.593 2.217 6.422
C -2.763 -7.929 5.670
C 1.070 0.887 0.895
C 0.377 -6.714 -4.175
C 5.934 9.591 -5.654
C 5.905 11.109 -5.687
C -1.064 2.123 1.189
C 3.924 8.234 -5.562
C -1.101 -6.379 -4.022
C -0.034 0.181 6.733
C -0.973 -9.622 -5.059
C -6.277 5.906 -2.013
C 3.884 -6.854 2.735
C 6.671 11.181 -3.279
C 0.770 -0.456 1.595
C 6.836 -2.292 0.314
C -2.944 -9.097 -6.255
C 6.499 -3.004 -1.004
C 3.410 5.405 -3.234
C 0.053 1.651 6.853
C -8.637 3.357 6.381
C -2.480 -4.660 -3.499
C 3.280 -6.985 1.378
C 0.556 -9.279 -4.635
C -6.627 7.230 -1.246
C 2.970 7.317 -4.689
C -2.830 -8.282 7.097
C -2.487 4.642 3.272
C -1.468 3.595 1.385
H -0.893 4.322 0.813
H -3.211 -5.139 -4.150
H 2.628 7.788 -3.767
H 7.816 -2.325 0.790
H -2.395 -7.485 7.700
H -1.439 1.813 0.213
H -0.668 -0.136 5.905
H 2.065 7.007 -5.212
H -1.603 -6.608 -4.962
H 0.899 -10.162 -4.096
H -2.787 5.571 2.789
H 0.213 2.940 5.290
H 4.849 11.377 -5.671
H 2.411 -7.607 1.593
H 1.220 -9.219 -5.498
H -2.293 4.724 4.342
H -0.874 2.222 6.896
H 0.856 -5.946 -3.567
H -7.177 4.141 7.571
H 5.862 9.235 -6.681
H -4.225 -7.260 7.534
H -2.475 3.700 0.981
H 0.932 -0.320 6.665
H -1.676 -6.913 -3.265
H -0.929 -10.598 -5.542
H -7.185 9.019 -1.879
H -2.457 -4.943 -2.446
H 4.931 -6.974 0.277
H 1.457 -8.140 -3.041
H 0.756 -0.372 2.681
H 3.239 -6.308 3.423
H 7.096 10.195 -3.093
H 6.142 -2.570 1.107
H 5.506 8.052 -4.435
H -10.081 2.269 7.396
H -10.351 2.352 5.650
H -8.113 3.319 5.426
H 0.750 -6.505 -5.177
H 0.561 2.069 2.430
H -5.738 7.745 -0.883
H 1.544 -1.207 1.432
H -0.651 -0.153 7.568
H -3.393 4.037 3.228
H 0.843 0.819 -0.169
H 3.708 4.358 -3.285
H -7.181 5.343 -2.248
H 3.781 5.934 -2.357
H -1.951 -2.399 1.939
H 7.560 -4.490 -1.635
H -3.208 -8.376 -7.029
H -0.495 -3.044 1.993
H 5.434 -2.980 -1.236
H 4.451 7.639 -6.307
H 0.617 1.937 7.741
H -9.167 1.218 6.327
H 3.033 -6.048 0.878
H 4.157 -7.787 3.229
H -0.765 -1.807 3.233
H -9.209 4.269 6.214
H -2.377 -9.201 7.468
H -2.629 -3.590 -3.645
H -3.426 -8.477 5.001
H 6.898 9.259 -5.269
H -1.635 -9.753 -4.203
H 2.149 1.035 0.933
H 3.344 8.980 -6.106
H 5.692 11.248 -2.804
H -1.760 -8.133 5.297
H 6.315 11.445 -6.639
H -7.177 6.861 -0.380
H 2.321 5.410 -3.173
H -5.735 6.274 -2.884
H 6.680 -1.221 0.179
H -3.677 -8.878 -5.478
H -3.130 -10.114 -6.599
H 4.875 -6.399 2.738
H -5.723 5.285 -1.309
H 7.029 -2.557 -1.845
H 7.265 11.895 -2.708
H -2.957 -6.874 5.473
H -1.522 1.464 1.926
*
```

Löwdin atomic charge list, values in e, 8 entries: number 1, O, carries -0.09; number 2, O, carries -0.20; number 3, O, carries -0.09; number 4, O, carries -0.20; number 5, O, carries -0.10; number 6, O, carries -0.19; number 7, O, carries -0.08; number 8, O, carries -0.20

Results for largest force on an atom: 5.00 2.94 (in eV/Å, following the order of the records).
Results for DFT total energy: -202165.336 -61452.884 (in eV, following the order of the records).
Results for ΔE to the lowest compared entry with this formula, charge and spin: 19.4 151.0 (in kcal/mol, following the order of the records).